ORCA calculation (wB97M-V/def2-TZVPD) on a cluster of 4 separate species, C20H38N3O10PS3 in total at a distorted geometry.

Geometry as XYZ:
```
75
Properties=species:S:1:pos:R:3:mulliken_charge:R:1
C 1.88288 -2.35058 -0.72081 -0.79
C 1.03300 -3.04688 -1.76901 -0.02
O 0.25402 -4.14021 -1.28866 -0.43
C -0.55637 -3.81684 -0.17910 -0.50
C -1.86780 -4.55113 -0.31577 -1.29
C -2.73508 -4.09909 -1.49551 1.70
O -2.37176 -4.73203 -2.68338 -0.60
C -4.10283 -4.58987 -1.22950 -0.66
N -5.21666 -4.79579 -0.98871 -0.49
C -2.74782 -2.53686 -1.71828 0.74
C -2.86879 -2.27232 -3.15035 -0.44
N -2.83374 -2.13331 -4.30031 -0.55
P -4.15885 -1.59978 -0.97340 0.65
N -5.49518 -1.75420 -1.69580 -0.78
O -3.68833 -0.02894 -0.99490 -0.51
O -4.26976 -1.99680 0.59490 -0.42
H 2.63924 -1.72227 -1.19534 0.15
H 2.28600 -3.04803 0.00361 0.34
H 1.23930 -1.67651 -0.15549 0.27
H 1.71144 -3.47658 -2.49823 0.41
H 0.39924 -2.35439 -2.32867 0.12
H -0.06702 -4.17465 0.72545 0.48
H -0.69633 -2.74768 -0.03414 0.31
H -1.62728 -5.58991 -0.51265 0.44
H -2.44239 -4.53841 0.60339 0.42
H -1.42773 -4.60096 -2.82811 0.46
H -1.82612 -2.04685 -1.41993 0.16
H -5.82760 -0.87825 -2.07197 0.29
H -2.88742 0.06032 -0.46527 0.34
H -3.75562 -1.33261 1.06785 0.30
O 5.56427 -0.72047 -2.02689 -0.75
S 4.51043 0.22312 -2.28824 1.29
O 3.18018 0.03382 -1.74606 -0.76
C 5.08903 1.86326 -1.87805 -0.55
C 5.73233 2.36941 -3.16404 -0.67
C 4.78440 1.95456 -4.29784 -0.65
C 4.40043 0.48838 -4.06190 -0.74
H 5.78340 1.81150 -1.04154 0.38
H 4.21782 2.46145 -1.61140 0.19
H 5.88309 3.44752 -3.13704 0.33
H 6.70612 1.89636 -3.30272 0.32
H 3.88859 2.57834 -4.26949 0.29
H 5.24280 2.08629 -5.27643 0.36
H 3.38714 0.27262 -4.39110 0.36
H 5.09857 -0.19409 -4.54220 0.40
O 7.63790 5.49582 0.59730 -0.66
S 6.85694 4.31871 0.87116 1.13
O 7.22298 3.02345 0.34969 -0.65
C 6.61378 4.19230 2.63894 -0.71
C 5.34357 4.99359 2.90503 -0.61
C 4.36589 4.61455 1.78648 -0.72
C 5.14095 4.66938 0.46393 0.35
H 7.48763 4.58211 3.15500 0.41
H 6.47481 3.13838 2.87784 0.34
H 4.93520 4.77658 3.89047 0.35
H 5.56138 6.06259 2.85788 0.30
H 3.99499 3.60133 1.95437 0.31
H 3.50302 5.27809 1.76268 0.37
H 4.78731 3.92942 -0.24399 -0.49
H 5.10283 5.66010 0.01528 0.40
O -6.23724 -2.32563 4.45640 -0.66
S -5.96810 -0.94070 4.17263 1.23
O -4.65704 -0.36991 4.37679 -0.70
C -6.51104 -0.57785 2.51071 -0.36
C -7.96972 -0.16367 2.66854 -0.77
C -8.01352 0.75062 3.90043 -0.64
C -7.19914 0.06852 5.00808 -0.65
H -6.37460 -1.45411 1.88158 0.26
H -5.90491 0.24916 2.13992 0.29
H -8.34000 0.33927 1.77704 0.36
H -8.58951 -1.04585 2.84015 0.34
H -7.56307 1.71422 3.65364 0.29
H -9.03488 0.94165 4.22610 0.34
H -6.69342 0.78865 5.64594 0.34
H -7.81480 -0.59351 5.61337 0.35
```

Output
* orbital gap: 9.08 eV
* SMILES: CCOCC[C@@](O)(C#N)[C@@H](C#N)P(=N)(O)O.O=S1(=O)CCCC1.O=S1(=O)CCCC1.O=S1(=O)CCCC1
* HOMO energy: -9.42 eV
* strongest force on any atom: 0.0425 hartree/bohr
* LUMO energy: -0.34 eV

=====

ORCA calculation (wB97M-V/def2-TZVPD) on a structure of composition C20H39AsF6NO10P2Pt at a distorted geometry.

Geometry as XYZ:
```
80
Properties=species:S:1:pos:R:3:mulliken_charge:R:1
Pt -0.22933 1.65476 -0.92630 2.31
C 2.53239 -2.25524 3.21758 -1.12
C 3.06859 -1.15517 2.33147 0.46
C 3.86229 -1.65556 1.14430 -1.21
O 1.97714 -0.25328 1.86977 -0.47
P 0.59447 -0.56674 1.25950 -0.16
O -0.02010 0.79252 0.85886 -0.54
C 0.71863 -1.73644 -0.10273 -0.56
P -0.78069 -1.63683 -1.10458 0.45
O -1.18085 -0.18327 -1.24303 -0.77
O -1.95811 -2.32491 -0.37673 -0.32
C -2.16924 -3.79022 -0.27692 0.57
C -3.54856 -4.07022 -0.82174 -1.59
C -2.00586 -4.20628 1.16971 -1.10
O -0.39166 -2.40763 -2.38267 -0.28
C -1.05392 -2.33781 -3.71399 0.95
C -1.38274 -3.74588 -4.14707 -1.47
C -0.15672 -1.59418 -4.67273 -1.31
O -0.33658 -1.24758 2.28455 0.20
C -1.29590 -0.52846 3.17925 0.76
C -2.63532 -0.42403 2.48980 -1.13
C -1.32449 -1.28151 4.48389 -1.39
H 3.36948 -2.84381 3.59127 0.51
H 1.86316 -2.92279 2.67020 0.24
H 1.99261 -1.84827 4.07127 0.23
H 3.68264 -0.47869 2.92155 0.40
H 3.37064 -2.49457 0.64900 0.22
H 4.83854 -1.99697 1.48524 0.52
H 4.02164 -0.85534 0.42057 0.24
H 0.86920 -2.75564 0.25701 0.88
H 1.55464 -1.44008 -0.72533 0.42
H -1.40902 -4.28140 -0.88939 0.39
H -4.29387 -3.52340 -0.24348 0.37
H -3.76215 -5.13625 -0.75205 0.44
H -3.64124 -3.75774 -1.86120 0.35
H -2.88319 -3.92640 1.75364 0.31
H -1.12802 -3.74431 1.62264 0.16
H -1.89555 -5.28896 1.22016 0.44
H -1.98008 -1.76934 -3.59828 0.25
H -0.47178 -4.34151 -4.23037 0.35
H -1.86152 -3.71577 -5.12417 0.44
H -2.05083 -4.24146 -3.44447 0.29
H 0.84508 -2.02834 -4.68832 0.33
H -0.06811 -0.54424 -4.39576 0.03
H -0.58469 -1.64572 -5.67213 0.46
H -0.89753 0.47609 3.33630 0.21
H -3.06582 -1.41358 2.33361 0.17
H -2.55074 0.06911 1.52168 0.13
H -3.31129 0.15204 3.12057 0.55
H -1.60886 -2.32184 4.31949 0.26
H -2.05485 -0.82334 5.14898 0.44
H -0.35172 -1.26897 4.97403 0.36
O 3.43180 0.37082 -3.18337 -0.28
C 2.68427 0.57620 -2.34008 0.69
O 1.97753 0.51401 -1.39648 -0.63
C 2.18235 3.38799 -3.13049 0.75
O 2.90044 3.38496 -4.02943 -0.34
O 1.43508 3.49262 -2.23416 -0.40
C 1.33092 4.64103 3.04388 -1.52
C 1.30574 5.10759 1.57828 1.81
C 0.59745 6.45885 1.42471 -1.62
C 2.73812 5.16261 1.00655 -1.50
C 0.60682 4.08484 0.79526 0.18
N 0.04044 3.30251 0.17816 -0.40
H 1.92028 5.35485 3.61761 0.43
H 1.78863 3.65590 3.13804 0.31
H 0.32629 4.60902 3.46446 0.41
H 1.13107 7.19181 2.02775 0.42
H -0.43493 6.40897 1.76879 0.41
H 0.59919 6.79261 0.38767 0.39
H 3.29380 5.91336 1.56682 0.44
H 2.73431 5.45106 -0.04428 0.37
H 3.24478 4.20313 1.11473 0.33
F -2.32354 2.12625 -1.55455 -0.59
As -2.19940 2.27899 -3.39648 2.05
F -0.50519 1.43239 -3.10223 -0.70
F -1.30343 3.69756 -3.03467 -0.45
F -1.81207 2.32640 -5.03791 -0.43
F -3.69181 3.04164 -3.45822 -0.39
F -2.81918 0.69747 -3.48282 -0.41
```

Output
* orbital gap (spin up / spin down): 8.13 / 7.76 eV
* ⟨S²⟩: 0.7529
* net charge: +2
* relative energy (zero: lowest compared OMol25 entry of this formula, charge and spin): 142.1 kJ/mol
* multiplicity: 2
* HOMO energy (spin up / spin down): -16.87 / -16.86 eV
* strongest force on any atom: 0.0800 hartree/bohr
* LUMO energy (spin up / spin down): -8.74 / -9.10 eV